Entry from the Open Molecules 2025 dataset: a 9-piece molecular cluster, C29H26F8O31PS overall in a non-equilibrium geometry (ωB97M-V with the def2-TZVPD basis set).

## Properties
Molecular weight (g/mol): 1085.5
Net charge: -1
DFT total energy (eV): -135835.9985
HOMO (eV): -5.52

Last column: Löwdin charge in e.
Atoms and positions in Å:
O1 -2.76716 0.86844 1.26377  0.006
C1 -3.26471 -0.06208 1.90357  -0.733
O2 -4.39366 -0.52487 1.75075  0.007
C2 -2.49943 -0.78276 2.99108  0.021
C3 -1.54700 -1.69817 2.83688  -0.187
P1 -0.81072 -2.35654 1.34235  0.274
O3 -1.37388 -1.62676 0.04605  -0.173
O4 -0.99997 -3.96232 1.22261  -0.210
S1 1.10546 -2.01447 1.40261  0.337
C4 -1.05624 -2.18443 4.17406  -0.442
O5 -0.08542 -2.79405 4.47267  0.147
O6 -2.02607 -1.73746 5.07781  0.129
C5 -2.61593 -0.64270 4.50397  -0.379
O7 -3.12309 0.27319 5.06371  0.186
H1 -0.64926 -1.70084 -0.59423  0.060
H2 -0.24743 -4.31651 1.71610  0.055
C6 -0.87230 2.08490 -1.23344  -0.032
C7 0.47637 1.64051 -0.72900  -0.326
O8 0.81098 0.59453 -1.64679  0.125
C8 0.20020 0.89435 -2.81589  -0.558
O9 0.46911 0.39069 -3.86249  0.140
O10 -0.75030 1.83581 -2.65087  0.078
F1 0.38704 1.12889 0.50463  0.073
H3 -1.68469 1.48180 -0.82057  0.132
H4 -1.07481 3.12764 -1.03677  0.116
H5 1.25179 2.40617 -0.75528  0.161
C9 2.34417 -0.34603 -6.51247  -0.035
C10 3.60090 0.41095 -6.18367  -0.310
O11 4.02649 0.87897 -7.46034  0.123
C11 2.89813 1.02671 -8.21103  -0.561
O12 2.84783 1.64206 -9.22433  0.160
O13 1.84968 0.38802 -7.64660  0.083
F2 4.55691 -0.40869 -5.67738  0.075
H6 2.54735 -1.37772 -6.80642  0.144
H7 1.62568 -0.34406 -5.69630  0.115
H8 3.45762 1.25653 -5.51710  0.146
C12 -1.36410 7.13554 0.45867  -0.057
C13 -2.23524 6.31925 1.37571  -0.317
O14 -1.81823 4.99225 1.10634  0.160
C14 -0.51670 5.06805 0.72559  -0.530
O15 0.22606 4.14854 0.67452  0.184
O16 -0.17088 6.34990 0.41123  0.072
F3 -3.54692 6.44247 1.04605  0.080
H9 -1.78650 7.22096 -0.54441  0.143
H10 -1.16439 8.13291 0.84427  0.134
H11 -2.10746 6.53739 2.43318  0.135
C15 5.99958 -2.75464 -3.33976  -0.065
C16 5.59134 -4.20084 -3.20538  -0.322
O17 4.56723 -4.14618 -2.23467  0.131
C17 3.98580 -2.90759 -2.34775  -0.538
O18 2.94648 -2.60526 -1.88722  0.191
O19 4.77523 -2.07348 -3.07742  0.064
F4 6.61057 -4.96812 -2.73320  0.064
H12 6.74420 -2.46870 -2.59479  0.144
H13 6.37700 -2.51055 -4.33039  0.136
H14 5.20007 -4.64657 -4.12235  0.171
C18 -5.22184 -4.89003 3.09962  -0.034
C19 -3.77938 -5.13033 2.73997  -0.305
O20 -3.52739 -6.40825 3.31824  0.132
C20 -4.71507 -7.07037 3.32428  -0.560
O21 -4.83037 -8.24073 3.48894  0.158
O22 -5.74830 -6.22656 3.11237  0.076
F5 -2.97266 -4.21498 3.30977  0.089
H15 -5.33076 -4.44547 4.08939  0.148
H16 -5.74005 -4.26894 2.37407  0.147
H17 -3.58002 -5.17003 1.66813  0.173
C21 -3.32342 9.73881 4.13137  -0.053
C22 -3.43498 9.50481 5.61671  -0.317
O23 -3.76726 8.13288 5.68818  0.144
C23 -3.22484 7.53605 4.58830  -0.531
O24 -3.08366 6.37149 4.45960  0.207
O25 -2.85993 8.46986 3.66031  0.050
F6 -4.44012 10.23383 6.16240  0.075
H18 -4.28815 9.96614 3.67553  0.147
H19 -2.61889 10.52857 3.88114  0.139
H20 -2.51375 9.68575 6.17384  0.174
C24 4.52382 5.15994 -6.40238  -0.051
C25 5.92793 4.70786 -6.71497  -0.310
O26 6.24342 3.88945 -5.60246  0.139
C26 5.06412 3.36903 -5.15515  -0.544
O27 4.96824 2.44595 -4.42344  0.186
O28 4.00762 4.04247 -5.67632  0.074
F7 6.79327 5.75380 -6.75520  0.070
H21 4.50983 6.04627 -5.76608  0.145
H22 3.93309 5.35364 -7.29424  0.142
H23 6.02129 4.12517 -7.63298  0.176
C27 -1.92171 -10.48949 4.14453  -0.057
C28 -2.06555 -9.95642 5.53726  -0.317
O29 -0.74870 -10.04487 6.05144  0.130
C29 0.09151 -9.92574 4.97694  -0.546
O30 1.24797 -9.69859 5.05394  0.184
O31 -0.58632 -10.09539 3.80981  0.074
F8 -2.88287 -10.74299 6.28659  0.069
H24 -1.99921 -11.57756 4.10486  0.144
H25 -2.64624 -10.05846 3.45732  0.131
H26 -2.40746 -8.92161 5.58846  0.173